Entry from OMol25: a molecular structure, C16H41N5O8Zn2 in a non-equilibrium geometry (the ωB97M-V functional and the def2-TZVPD basis).

Each line ends with the Mulliken charge.
Geometry (Å):
Zn  -0.405  4.251  -0.582  0.445
Zn  -1.803  0.299  -6.086  0.617
C  -3.340  1.417  -2.269  0.841
O  -3.046  1.568  -1.031  -0.368
O  -3.384  0.322  -2.873  -0.281
O  -2.682  2.129  -3.023  -0.246
C  -5.628  -3.431  1.490  0.692
O  -6.260  -4.170  2.207  -0.602
N  -5.686  -2.140  1.696  -0.355
N  -4.759  -3.692  0.541  -0.386
H  -5.063  -1.588  1.125  0.103
H  -6.190  -1.732  2.472  0.212
H  -4.313  -2.971  -0.007  0.163
H  -4.634  -4.690  0.454  0.227
C  7.940  -2.793  3.393  -0.691
O  6.547  -3.117  3.247  -0.281
C  5.729  -2.051  2.944  -0.775
C  4.302  -2.425  2.841  -0.357
N  3.896  -3.027  1.551  -0.322
C  2.498  -3.567  1.571  -0.622
C  2.316  -4.867  2.424  -0.471
O  3.222  -5.883  2.009  -0.336
C  3.169  -7.035  2.846  -0.765
H  8.502  -3.721  3.291  0.234
H  8.278  -2.347  4.328  0.288
H  8.130  -2.075  2.595  0.322
H  6.031  -1.403  2.121  0.432
H  5.797  -1.500  3.882  0.390
H  3.637  -1.580  3.023  0.407
H  4.214  -3.059  3.724  0.222
H  4.226  -3.964  1.736  0.329
H  2.154  -3.830  0.571  0.315
H  1.927  -2.675  1.830  0.379
H  1.276  -5.149  2.587  0.513
H  2.740  -4.494  3.356  0.320
H  3.812  -6.693  3.657  0.328
H  3.657  -7.965  2.557  0.291
H  2.226  -7.266  3.341  0.329
C  -3.796  3.936  -9.292  -1.458
C  -3.134  2.786  -9.948  0.337
C  -1.652  3.056  -10.236  -0.718
O  -1.184  3.172  -8.876  -0.291
C  -0.065  4.159  -8.840  -0.809
N  -3.410  1.623  -9.116  -0.461
H  -3.799  4.826  -9.921  0.376
H  -3.263  4.179  -8.372  0.313
H  -4.815  3.613  -9.081  0.396
H  -3.564  2.823  -10.948  0.320
H  -1.605  3.959  -10.846  0.380
H  -1.242  2.295  -10.900  0.363
H  -0.372  5.101  -9.293  0.333
H  0.732  3.820  -9.501  0.350
H  0.377  4.304  -7.854  0.243
H  -4.358  1.643  -8.769  0.281
H  -3.520  0.860  -9.767  0.288
C  0.666  4.387  6.469  -1.491
C  -0.111  3.612  5.370  0.287
C  -1.180  2.667  5.896  -0.652
O  -0.595  1.450  6.376  -0.295
C  -1.578  0.496  6.765  -0.755
N  -0.487  4.497  4.344  -0.597
H  1.202  3.788  7.205  0.361
H  0.010  5.156  6.878  0.387
H  1.477  4.889  5.941  0.417
H  0.779  3.088  5.021  0.224
H  -1.956  2.533  5.142  0.416
H  -1.739  3.274  6.608  0.378
H  -2.424  0.392  6.085  0.306
H  -2.067  0.848  7.673  0.325
H  -1.135  -0.456  7.059  0.265
H  0.128  5.289  4.462  0.321
H  -1.353  4.845  4.730  0.315

Results
Total energy in Ha: -5067.36702
Multiplicity: 1
Charge: +2
Gap between HOMO and LUMO in eV: 1.3300